A cluster of 2 separate species, CH4FN2O in total in a non-equilibrium geometry. Source: the Open Molecules 2025 dataset; level of theory: ωB97M-V/def2-TZVPD.

Bonds (Å) are listed after each position.
Cartesian coordinates (Å):
1 H 0.72 -0.12 -1.90  no bonds
2 N 0.98 0.48 0.74  H4 1.048, H6 0.994, C9 1.405
3 O -2.14 -0.88 -0.09  N8 1.249
4 H 1.39 1.27 0.19  N2 1.048
5 F -0.81 1.45 -0.25  C9 1.306
6 H 1.63 -0.22 0.48  N2 0.994
7 H -0.58 -1.60 0.47  N8 1.003
8 N -0.99 -0.70 0.35  O3 1.249, H7 1.003, C9 1.324
9 C -0.21 0.31 0.00  N2 1.405, F5 1.306, N8 1.324

Summary:
- HOMO level (spin up / spin down): -0.0688 / -0.0688 Ha
- E_LUMO (spin up / spin down): 4.79 / 4.79 eV
- Energy relative to the best compared isomer or geometry (same formula, charge and spin): 88.1 kcal/mol
- Total charge: -1
- HOMO-LUMO gap (spin up / spin down): 6.665 / 6.665 eV

natural (NBO) population analysis, charges in e, atoms 1 to 5: -0.728 -0.882 -0.685 0.373 -0.323